## P
C2H12N2O2 | ωB97M-V/def2-TZVPD

Last column: natural (NBO) charge in e.
CARTESIAN COORDINATES (ANGSTROEM)
1 N -1.812 -0.828 -0.857  -0.83
2 C -1.206 -0.301 0.376  -0.22
3 C -0.545 1.066 0.149  -0.22
4 N 0.282 1.065 -1.037  -0.83
5 H -2.628 -1.389 -0.594  0.35
6 H -2.301 -0.031 -1.281  0.35
7 H -1.863 -0.124 1.246  0.17
8 H -0.473 -1.023 0.740  0.17
9 H 0.022 1.268 1.064  0.16
10 H -1.336 1.788 0.072  0.18
11 H 0.872 1.883 -1.166  0.36
12 H 0.993 0.335 -0.959  0.35
13 O 0.222 -3.356 -0.661  -0.94
14 H -0.549 -3.022 -1.141  0.48
15 H 0.572 -2.534 -0.290  0.46
16 O 3.250 1.630 1.072  -0.94
17 H 3.876 1.366 1.752  0.47
18 H 2.622 2.207 1.514  0.47

spin multiplicity	1
HOMO energy	-9.28	eV
SMILES string	NCCN.O.O
molecular weight	96.13	g/mol
gap between HOMO and LUMO	9.841	eV
net charge	0
LUMO level	0.56	eV

---

## Q
C2H12N2O2 | ωB97M-V/def2-TZVPD

Last column: natural (NBO) charge in e.
CARTESIAN COORDINATES (ANGSTROEM)
1 C -0.570 0.274 -2.474  -0.41
2 N 0.220 0.720 -1.264  -0.66
3 C 0.073 -0.129 -0.052  -0.04
4 N 0.817 0.168 1.089  -0.85
5 H -0.446 1.053 -3.239  0.21
6 H -0.106 -0.698 -2.890  0.16
7 H -1.516 -0.045 -2.173  0.21
8 H 1.250 0.657 -1.583  0.36
9 H 0.283 -1.188 -0.455  0.15
10 H -0.984 -0.095 0.386  0.16
11 H 0.789 1.135 1.358  0.36
12 H 0.666 -0.294 1.884  0.36
13 O 1.704 -3.092 3.091  -0.94
14 H 2.643 -3.323 2.982  0.47
15 H 1.682 -2.194 3.408  0.47
16 O -2.311 2.174 -0.811  -0.93
17 H -2.259 3.174 -0.906  0.46
18 H -1.421 2.066 -0.633  0.47

spin multiplicity	1
HOMO energy	-8.77	eV
SMILES string	CNCN.O.O
molecular weight	96.13	g/mol
gap between HOMO and LUMO	9.589	eV
net charge	0
LUMO level	0.82	eV

---

Least stable of them? Q.